Below is an isolated molecule of C4H5F3O in a non-equilibrium geometry, with properties calculated with the ωB97M-V functional and the def2-TZVPD basis.

* energy: -14424.0016 eV
* F_max: 3.38 eV Å⁻¹
* E_HOMO (alpha / beta): -6.957 / -11.936 eV
* 2S+1: 3

Element x y z (Å)
F -2.764 -1.750 0.043
F -2.220 0.402 1.261
F -2.457 1.294 -0.649
O 1.456 -1.088 0.390
C -1.620 0.470 0.073
C -0.223 0.967 0.270
C 0.367 -0.436 0.814
C -1.717 -0.994 -0.493
H -0.373 1.714 1.082
H 1.605 -0.941 -0.593
H 0.193 1.404 -0.668
H 0.260 -0.522 1.833
H -1.456 -1.343 -1.504